Entry 1:
Formula: C27H46N4O5S2
Source: the Open Molecules 2025 dataset
Level of theory: ωB97M-V/def2-TZVPD

Structure (XYZ):
```
84
Properties=species:S:1:pos:R:3:lowdin_charge:R:1
C 6.88 0.95 3.16 -0.10
C 5.77 1.71 2.31 -0.38
C 6.44 2.02 0.90 -0.11
C 5.48 3.08 3.11 -0.14
C 3.95 3.38 3.25 -0.15
C 3.37 4.49 2.51 -0.02
C 1.89 4.80 2.61 -0.02
C 0.93 4.02 3.42 -0.13
C -0.56 4.47 3.36 -0.16
C -1.51 3.87 4.48 -0.20
C -2.32 2.66 3.82 -0.21
C -3.68 3.27 3.27 -0.21
C -4.53 2.28 2.38 -0.20
C -3.70 1.50 1.27 -0.26
C -3.53 -0.06 1.57 -0.43
S -1.72 -0.41 1.53 0.95
C -1.32 -1.89 2.48 -0.61
N -2.07 -2.69 3.28 0.02
N -1.19 -3.63 3.74 0.00
C 0.04 -3.40 3.22 -0.13
O -0.01 -2.28 2.39 -0.03
C 1.50 2.87 4.18 -0.26
N 0.79 1.99 4.97 -0.24
S 1.95 0.94 5.57 0.95
N 3.38 1.47 4.90 -0.24
C 3.01 2.56 4.10 -0.25
H 7.63 1.73 3.48 0.08
H 7.46 0.24 2.50 0.07
H 6.48 0.47 4.09 0.08
H 4.83 1.11 2.16 0.13
H 7.34 2.69 1.04 0.08
H 6.87 1.05 0.49 0.07
H 5.73 2.45 0.15 0.08
H 5.90 3.90 2.44 0.11
H 5.96 3.03 4.12 0.11
H 4.00 5.13 1.83 0.11
H 1.51 5.65 1.99 0.10
H -1.01 4.24 2.36 0.11
H -0.59 5.60 3.48 0.12
H -2.28 4.66 4.72 0.10
H -1.00 3.61 5.44 0.09
H -1.73 2.29 2.93 0.07
H -2.45 1.79 4.51 0.12
H -3.46 4.24 2.75 0.11
H -4.31 3.51 4.18 0.12
H -5.28 2.92 1.81 0.11
H -5.16 1.57 3.00 0.11
H -2.70 1.98 1.08 0.08
H -4.29 1.57 0.30 0.11
H -3.95 -0.29 2.59 0.09
H -4.12 -0.65 0.81 0.08
H 0.97 -3.98 3.43 0.14
C -4.08 -4.31 -0.81 -0.11
O -3.48 -3.11 -1.26 -0.20
C -2.07 -3.11 -1.09 -0.21
C -1.35 -3.40 -2.40 -0.20
O -1.60 -4.73 -2.84 -0.19
C -2.58 -4.77 -3.87 -0.10
H -5.11 -4.34 -1.20 0.09
H -3.55 -5.19 -1.18 0.08
H -4.12 -4.33 0.28 0.09
H -1.77 -3.82 -0.31 0.13
H -1.79 -2.11 -0.75 0.08
H -0.27 -3.32 -2.23 0.13
H -1.63 -2.67 -3.16 0.11
H -2.14 -4.44 -4.82 0.07
H -3.45 -4.16 -3.63 0.09
H -2.91 -5.81 -3.98 0.09
C -0.17 -1.17 -8.94 -0.11
O 0.81 -1.11 -7.91 -0.19
C 0.24 -0.92 -6.62 -0.20
C 0.17 -2.23 -5.84 -0.19
O -0.74 -3.14 -6.44 -0.21
C -0.08 -4.14 -7.21 -0.11
H 0.31 -1.56 -9.84 0.09
H -1.00 -1.83 -8.67 0.08
H -0.54 -0.17 -9.15 0.09
H -0.76 -0.46 -6.70 0.13
H 0.89 -0.23 -6.08 0.12
H -0.21 -2.02 -4.84 0.11
H 1.16 -2.67 -5.74 0.13
H 0.38 -4.88 -6.54 0.09
H 0.69 -3.71 -7.86 0.08
H -0.82 -4.63 -7.84 0.09
```

The total energy is -66606.8736 eV.



Entry 2:
Formula: C3H4N4
Source: the Open Molecules 2025 dataset
Level of theory: ωB97M-V/def2-TZVPD

Structure (XYZ):
```
11
Properties=species:S:1:pos:R:3:lowdin_charge:R:1
C 0.96 -0.05 -0.06 -0.48
C -0.83 1.21 -0.02 -0.15
C -1.09 -1.09 0.02 -0.25
H 2.51 0.74 0.20 0.02
H -1.41 2.08 -0.30 0.13
H -2.68 0.06 0.36 0.20
H -1.57 -2.04 0.02 0.12
N 2.27 -0.27 0.16 0.10
N 0.44 1.26 -0.09 0.14
N -1.62 0.06 0.14 0.06
N 0.18 -1.24 -0.20 0.12
```

As for the SMILES: N=c1nc[nH]cn1. The total energy is -9134.6124 eV.



Entry 3:
Formula: C4H14NO2
Source: the Open Molecules 2025 dataset
Level of theory: ωB97M-V/def2-TZVPD

Structure (XYZ):
```
21
Properties=species:S:1:pos:R:3:mulliken_spin:R:1
C 0.89 -0.93 0.32 0.00
C -0.28 0.05 0.14 0.01
C 0.14 1.05 -0.96 0.01
C 1.48 1.67 -0.93 0.15
O -0.77 2.16 -0.76 0.75
N -0.67 0.86 1.37 0.00
H 1.30 -1.39 -0.59 0.00
H 1.81 -0.56 0.71 0.00
H 0.58 -1.84 0.87 0.00
H -1.26 -0.40 -0.08 0.00
H -0.07 0.54 -1.96 0.05
H 2.39 1.13 -1.13 0.02
H 1.49 2.43 -1.79 0.00
H 1.64 2.28 -0.06 0.00
H -0.81 2.49 -1.67 -0.02
H -1.51 1.44 1.08 0.00
H -0.80 0.10 2.13 0.00
H 0.01 1.51 1.68 0.00
H -1.20 -4.54 0.86 0.00
H -2.59 -4.19 0.29 0.00
O -1.73 -3.84 0.47 0.00
```

Its spin multiplicity is 2. The total energy is -9938.1221 eV. As for the charge: +2.